(1)
DFT (the ωB97M-V functional and the def2-TZVPD basis) results for a structure of composition C45H117F6MgN12O22S2.

Element x y z (Å)
H -2.723 5.671 0.309
H -3.559 -2.948 2.263
H 1.308 2.240 4.364
C 5.927 4.709 0.798
H 2.707 0.609 -8.665
H 2.688 -0.665 6.281
Mg -2.889 2.122 -0.319
H 2.850 -2.373 6.613
C 0.159 -0.706 -5.674
H -3.998 5.437 -2.099
H 4.232 3.372 -3.584
H 2.931 3.354 -1.820
C 2.121 -1.580 6.451
H -2.217 -5.880 -2.349
H -0.954 5.311 0.303
N -3.101 0.333 -3.810
O 5.045 -2.150 2.368
H -2.322 3.371 3.146
H -0.513 -4.033 1.588
C -4.275 4.449 -1.731
N -3.009 3.601 -1.698
O -3.345 0.811 -1.703
H -0.646 -0.022 -5.405
H 2.210 -0.825 3.760
H 2.409 2.855 1.504
O 2.203 -0.562 -6.939
H -1.755 5.263 -2.027
N 2.600 4.028 -1.144
H 0.573 2.880 2.975
H -2.510 1.129 6.900
H 4.880 -0.062 2.346
C -5.353 3.850 -2.654
H 6.487 3.915 0.303
O -2.057 0.529 8.869
C -2.057 -0.231 2.769
C -6.715 -2.305 -0.242
H 8.535 5.689 1.078
H -5.363 -0.235 -1.852
H 6.009 -1.836 4.107
H 2.268 -1.864 -2.912
O 2.401 3.692 3.274
H -5.724 -1.197 1.104
H -5.189 -0.625 -3.559
H -0.027 -6.398 2.461
N -3.359 -5.732 0.985
O 1.122 4.742 -2.649
O 1.295 -1.932 5.306
H 1.437 -5.610 2.173
H 0.373 0.083 -7.680
C 1.285 -1.353 7.728
C -3.788 0.395 -2.723
H -2.456 -3.617 -6.611
C -3.530 -4.932 1.948
H -3.794 -2.247 -2.122
C -0.581 -0.033 6.917
H -5.721 1.861 -4.411
C -1.888 4.435 -1.331
H -0.923 -5.238 0.247
C 0.552 -5.966 1.645
F 1.337 -0.680 -1.040
H 6.500 4.802 1.721
H -5.980 -0.914 4.413
H 5.453 2.559 -4.545
H 3.694 2.201 -4.716
F -1.809 -1.273 3.525
C 5.558 1.757 -1.955
H 6.372 -3.435 3.271
C 1.225 3.169 3.799
O -6.465 -2.895 4.972
C 1.760 4.871 -1.598
O -2.170 3.757 1.007
N -0.298 -1.980 -6.287
C 5.515 0.618 -0.889
H -4.913 2.768 -5.703
H 3.161 1.778 2.742
H -7.571 -0.927 0.979
O -0.667 -1.471 0.651
O 3.448 -4.202 -3.046
H 2.661 -2.543 3.961
O -3.043 -5.439 -2.138
H -2.764 3.306 -2.632
H 3.372 -3.340 -4.869
H 6.156 0.944 -0.069
H 3.022 -0.979 0.960
N -3.606 -3.691 1.581
C -5.499 -1.879 4.574
H -7.616 -2.277 -0.855
H -3.085 -0.881 9.964
H 9.396 6.731 -0.016
H 7.157 -1.926 2.833
H -5.924 -3.673 5.123
H 3.747 -0.884 -8.351
H -4.947 -2.170 3.680
H -6.750 -3.241 0.315
H 2.060 -1.440 8.490
H 5.932 6.881 0.562
H -0.265 0.336 5.942
H 6.558 1.957 -2.340
C 5.055 -0.871 1.637
O 4.633 1.443 -3.033
S -1.757 -0.513 0.842
F 1.542 1.342 -1.994
C -5.533 2.857 -4.811
H 5.334 2.703 -1.462
C -1.648 0.880 7.519
H -6.489 3.307 -5.079
H -3.832 -2.740 5.850
H -3.562 0.097 -4.676
C -2.768 -0.689 8.939
H 3.140 -1.052 -4.101
N 4.545 4.379 1.165
H -5.745 2.950 -2.179
H -4.992 -1.903 6.674
C 4.507 2.413 -4.023
H 5.888 -0.307 -1.329
N -1.469 1.130 0.315
C 6.163 5.985 -0.014
H 2.188 5.956 0.026
H -3.778 -3.159 -3.646
O 7.466 6.141 -0.500
H 4.046 -4.196 -2.295
O -0.724 -4.723 -6.541
C 0.712 0.483 -1.380
F -0.280 0.151 -2.243
H 0.818 6.485 -1.054
H 5.083 3.348 2.933
H -0.979 3.877 -1.555
H -3.129 -6.707 1.117
O -3.076 -0.949 0.352
N 4.170 0.371 -0.348
H 1.041 1.111 -6.685
H 0.554 -2.454 -6.553
H 6.071 -0.681 1.291
H 7.994 7.343 0.995
H -5.949 -2.419 -1.010
O 0.355 2.651 0.259
C 3.047 2.802 2.386
O -6.429 0.022 -0.422
H 0.575 -2.165 7.883
H -2.419 -3.776 -1.057
H -4.858 -3.644 -2.308
H -2.144 -4.518 -5.077
C -0.165 -4.803 0.899
H -1.869 -2.014 -4.863
H -2.150 -1.569 8.763
H -1.864 -3.786 -2.700
C -1.096 -5.879 -7.345
H 0.740 3.962 4.369
C -1.705 -3.939 -5.890
H 2.106 -0.957 -8.879
H 3.887 -1.376 -2.538
C 3.995 -0.843 0.488
H -1.516 4.873 2.758
H 0.736 -0.867 -4.763
C 4.483 3.203 2.034
C 3.815 -3.120 -3.898
H -6.007 0.745 0.047
C -4.445 -1.846 5.733
O 0.780 0.700 1.490
H -3.731 -3.423 0.616
O -3.477 -5.280 3.100
H 0.481 -4.283 0.192
C 8.407 6.531 0.397
H -1.532 -5.592 -8.303
H 4.990 2.414 1.479
C 2.782 -0.391 -8.238
F -1.332 0.871 3.247
C -1.957 4.911 0.156
H 5.414 5.963 -0.805
C 3.274 -1.809 -3.328
O -4.832 3.589 -3.918
H -2.332 0.989 -3.800
H 4.054 5.096 1.681
H 3.586 0.466 -1.167
H -3.400 -5.379 0.040
H -0.171 -6.406 -7.580
N 1.577 5.880 -0.775
H 4.898 -3.011 -3.964
H -4.770 4.617 -0.774
C -2.245 4.152 2.389
F -3.356 0.076 2.917
H -6.146 4.593 -2.739
C -6.604 -1.021 0.485
H -1.009 -1.018 6.727
H 4.136 -1.707 -0.162
H -0.524 -2.858 -4.367
H -3.135 4.760 2.551
H 2.958 4.123 -0.205
C 0.936 0.028 -6.748
H 1.311 -7.703 0.846
H 0.209 -0.051 8.797
C 6.218 -2.360 3.175
C -1.103 -2.672 -5.272
N -4.953 -0.058 -2.758
C -2.718 -4.039 -2.072
H -1.275 1.903 7.574
C 1.845 -1.822 4.009
H -1.764 -6.429 -6.683
H 1.114 -2.113 3.255
N 0.561 -0.110 7.853
H -3.695 -0.693 8.365
H -3.816 -0.955 5.728
C -3.879 -3.240 -2.564
S 0.073 1.230 0.341
O 0.857 -6.893 0.605

Values from the calculation:
E_LUMO (spin up / spin down)   -5.26 / -9.05 eV
2S+1   2
Net charge   +2
Highest occupied orbital energy (spin up / spin down)   -11.761 / -11.761 eV

---

(2)
DFT (the ωB97M-V functional and the def2-TZVPD basis) results for the molecule C4H7NO.

Element x y z (Å)
H -1.186 0.535 -0.736
C -0.104 0.453 -1.002
O 0.704 -1.932 0.721
H 2.094 0.406 -1.164
C 1.283 1.013 -0.756
H -1.804 -0.272 1.496
C 0.080 -0.897 0.763
H 0.020 -0.524 -1.465
C 0.510 0.484 0.408
N -1.347 -0.870 0.823
H 1.510 2.076 -0.743
H -1.807 -1.748 0.655
H 0.048 1.276 1.000

Values from the calculation:
E_LUMO   0.94 eV
2S+1   1
Energy above the lowest of the compared OMol25 structures with the same formula, charge and spin   307.1 kJ/mol
SMILES string   NC(=O)C1CC1
Highest occupied orbital energy   -9.137 eV

---

(3)
DFT (the ωB97M-V functional and the def2-TZVPD basis) results for the molecule C6H7NO.

Element x y z (Å)
C 2.150 0.637 0.601
C 0.411 -0.408 -0.674
H -0.987 1.230 1.710
H 2.185 1.543 1.437
C -0.756 0.675 0.640
H 3.048 0.870 -0.119
H 2.180 -0.266 1.299
O -0.697 -1.790 1.087
H -0.875 0.146 -2.595
C -0.615 0.136 -1.630
H 1.227 -1.033 -0.997
C -1.441 0.755 -0.783
C -0.377 -0.815 0.535
H -2.570 0.911 -0.877
N 0.733 0.721 -0.098

Values from the calculation:
E_LUMO   0.96 eV
2S+1   1
Energy above the lowest of the compared OMol25 structures with the same formula, charge and spin   548.0 kJ/mol
SMILES string   CN1[C@@H]2C=C[C@H]1C2=O
Highest occupied orbital energy   -8.665 eV

---

Values of DFT total energy, in order: -5691.921966; -286.514696; -362.604782, all in a.u..
Values of max |F|, in order: 6.8; 2.5; 10.3, all in eV/Å.